The following is a quantum chemistry calculation of 2 unconnected molecules or ions with the total composition C3H11N2 in a non-equilibrium geometry, from OMol25.

HOMO-LUMO gap = 0.2308 Ha
F_max = 4.02 eV/Å
LUMO level = -7.5 eV
Net charge = +1
Energy above the lowest of the compared OMol25 structures with the same formula, charge and spin = 5.978 eV

Structure (XYZ):
```
16
Properties=species:S:1:pos:R:3:nbo_charge:R:1
C 1.848 -0.149 -1.040 -0.3246
C -0.921 0.480 -0.223 -0.0140
C -1.495 0.175 1.133 -0.3813
N -2.716 -0.568 0.822 -0.6715
N 3.035 0.005 -0.173 -0.7437
H 1.436 -1.153 -0.804 0.2134
H 2.116 0.052 -2.083 0.2516
H -0.687 1.569 -0.410 0.2468
H -1.470 -0.103 -1.005 0.2266
H -1.910 1.044 1.826 0.3031
H -0.872 -0.361 1.806 0.2740
H -2.974 -0.109 -0.123 0.3360
H -2.594 -1.442 0.311 0.3699
H 3.145 0.853 0.318 0.3871
H 3.172 -0.791 0.345 0.3767
H 0.887 0.498 -0.699 0.1500
```